# 1
18
Properties=species:S:1:pos:R:3:nbo_charge:R:1 method="wB97M-V/def2-TZVPD" e_above_lowest_kj_mol=96.1 total_charge=+3 e_tot_ev=-68893.75998 orbital_gap_ha="0.38702 / 0.12129" e_lumo_ha="-0.50993 / -0.59101" spin_multiplicity=1
Ga -0.1228 0.0075 1.5421 0.80
O -0.0128 3.2051 0.9309 -0.21
C -0.0330 2.0621 1.0254 0.49
C -0.0424 -2.1112 1.0584 0.50
O -0.0374 -3.2356 0.8593 -0.22
C 2.0569 -0.0125 0.7643 0.50
O 3.1971 0.0196 0.6555 -0.25
C -2.2031 -0.0135 0.8396 0.51
O -3.3308 0.0079 0.6394 -0.22
C -0.0742 0.7448 -3.4030 -0.03
H -0.9889 1.3187 -3.2945 0.24
H 0.8373 1.3281 -3.3193 0.24
C -0.0697 -0.5867 -3.4070 -0.03
H 0.8506 -1.1820 -3.3236 0.24
H -0.9843 -1.1887 -3.3070 0.24
O 0.0213 0.1498 3.8742 -0.83
H 0.9875 0.2992 3.8599 0.52
H -0.0514 -0.8126 4.0055 0.52

=====

# 2
16
Properties=species:S:1:pos:R:3:nbo_charge:R:1 method="wB97M-V/def2-TZVPD" e_above_lowest_kj_mol=535.9 e_tot_ev=-8863.65879 orbital_gap_ha="0.30496 / 0.28996" e_lumo_ha="-0.02550 / -0.01394" spin_multiplicity=1
C 0.9126 0.4731 1.4471 -0.63
C 1.1433 0.3310 -0.0435 -0.01
N 1.8867 -0.7204 -0.4293 -0.53
C -0.2727 -0.3635 -0.7710 -0.25
C -1.2640 -1.0999 -0.1004 -0.36
C -1.5612 0.5839 -0.7259 0.32
O -2.1121 0.8982 -1.7643 -0.53
H 0.7967 -0.5142 1.9017 0.22
H 1.7878 0.9528 1.8991 0.23
H 0.0392 1.0952 1.6693 0.21
H 1.2554 1.3002 -0.5502 0.19
H 2.2668 -0.5377 -1.3618 0.32
H -0.1020 -0.6320 -1.8098 0.24
H -1.4939 -0.9134 0.9454 0.22
H -1.6606 -2.0271 -0.5097 0.23
H -1.6220 1.1738 0.2032 0.13

=====

# 3
70
Properties=species:S:1:pos:R:3:lowdin_spin:R:1 method="wB97M-V/def2-TZVPD" e_above_lowest_kj_mol=0.0 total_charge=+2 e_tot_ev=-49051.65091 orbital_gap_ha="0.21915 / 0.23058" e_lumo_ha="-0.18587 / -0.28669" spin_multiplicity=5 s2=6.01
P -0.2124 -1.7971 -5.0622 0.01
P 0.1076 2.2806 -5.0232 0.01
C -0.5412 -0.4024 -6.2208 0.00
C 0.3349 0.8856 -6.2303 0.00
H -1.6102 -0.1418 -6.1765 0.00
H -0.3960 -0.8647 -7.2097 0.00
H 1.4078 0.6394 -6.2539 0.00
H 0.1430 1.3953 -7.1881 0.00
C -1.4937 3.0002 -5.4161 0.01
H -1.7712 3.6887 -4.6066 0.01
H -2.2777 2.2398 -5.5444 0.00
H -1.3732 3.5419 -6.3623 0.00
C 1.4033 3.4349 -5.4926 0.00
H 1.0960 3.9340 -6.4199 0.00
H 2.3550 2.9077 -5.6527 0.00
H 1.5092 4.1754 -4.6882 0.00
C -1.3351 -3.0719 -5.6939 0.00
H -1.3650 -3.9048 -4.9778 0.00
H -0.9339 -3.4204 -6.6588 0.00
H -2.3518 -2.6599 -5.7980 0.00
C 1.4696 -2.3541 -5.4221 0.00
H 2.1950 -1.5305 -5.5394 0.00
H 1.4179 -2.9413 -6.3530 0.00
H 1.8177 -3.0071 -4.6100 0.00
Pt 0.2537 -0.4734 -0.4181 1.20
C 0.2508 2.2641 -3.2078 0.09
C -1.0458 1.7140 -2.7420 0.65
C -1.7766 0.6459 -3.4015 0.11
C -1.7855 -0.8548 -2.9626 0.08
C -0.5108 -1.6433 -3.3302 0.05
C 0.7176 -1.0778 -2.5754 0.41
C 1.4805 -0.0173 -3.2998 0.06
C 1.4944 1.4164 -2.7342 0.12
C 0.2052 -2.1396 0.6221 0.34
H 0.4370 3.2997 -2.8489 0.01
H -1.2336 1.8327 -1.6842 0.05
H -1.3921 0.6188 -4.4367 0.00
H -2.8508 0.9449 -3.4246 0.03
H -1.9388 -0.9424 -1.8792 0.02
H -2.6397 -1.3259 -3.4647 0.00
H -0.6351 -2.7045 -3.0358 0.00
H 1.3604 -1.9308 -2.3005 0.03
H 1.0850 0.0883 -4.3197 0.00
H 2.5200 -0.3672 -3.4347 0.01
H 1.5438 1.3705 -1.6341 0.04
H 2.4328 1.8931 -3.0704 0.01
H 1.0757 -2.0497 1.2954 0.03
H 0.3301 -2.9385 -0.1209 0.05
H -0.7441 -2.2134 1.1702 0.03
C 0.4084 3.0887 3.1680 0.00
C 0.3694 1.5656 3.1125 0.01
C 1.3155 1.0125 4.1616 0.00
O 0.8918 1.1713 1.8463 0.10
B -0.1833 0.6534 1.1379 0.32
O -1.4240 0.8583 1.7409 0.08
C -1.1028 0.9870 3.1305 0.01
C -1.2075 -0.3911 3.7812 0.00
C -2.1505 1.8748 3.7797 0.00
H 1.4289 3.4320 2.9624 0.00
H 0.1349 3.4482 4.1665 0.00
H -0.2716 3.5386 2.4326 0.00
H 2.3094 1.4500 4.0162 0.00
H 0.9807 1.2772 5.1704 0.00
H 1.4080 -0.0785 4.0956 0.00
H -1.0235 -0.3159 4.8575 0.00
H -2.2276 -0.7785 3.6585 0.00
H -0.5115 -1.1293 3.3640 0.00
H -2.2071 2.8589 3.3047 0.00
H -3.1337 1.3909 3.7217 0.00
H -1.9102 2.0111 4.8417 0.00

=====

# 4
29
Properties=species:S:1:pos:R:3:nbo_charge:R:1 method="wB97M-V/def2-TZVPD" e_above_lowest_kj_mol=622.8 total_charge=+1 e_tot_ev=-15192.09872 orbital_gap_ha="0.20098 / 0.36925" e_lumo_ha="-0.16457 / -0.10558" spin_multiplicity=1
C -1.2764 -0.5029 -2.0762 -0.19
C -2.0296 -0.5184 -3.0196 0.12
C 1.7331 -0.8823 0.3210 -0.43
C 0.9314 1.3630 -0.2689 -0.39
C 0.6929 -0.7184 2.6336 -0.22
C 0.9134 -0.1570 -0.7317 -0.25
C 1.6985 -0.1963 1.6206 -0.24
C 1.2116 1.3105 1.2699 -0.28
C -0.0780 1.4717 2.0968 0.08
C -0.5018 -0.7252 -0.9151 0.27
C -2.8714 -0.2781 -4.1498 -0.70
N -0.5614 0.1549 2.4429 -0.55
O -1.0898 -1.3709 0.1570 -0.75
H 1.4740 -1.9877 0.2794 0.24
H 2.7243 -0.8184 -0.0245 0.23
H 1.7532 1.6593 -0.7289 0.22
H 0.1536 1.9618 -0.6264 0.23
H 0.2675 -1.7040 2.2636 0.25
H 1.0435 -0.6707 3.6531 0.24
H 1.3775 -0.2639 -1.7206 0.25
H 2.7698 -0.1282 1.9674 0.25
H 1.9793 1.9129 1.6190 0.25
H -0.8012 2.2123 1.8168 0.20
H -2.9392 0.8174 -4.3807 0.25
H -3.8395 -0.6365 -4.1046 0.25
H -2.3769 -0.7672 -4.9623 0.25
H -1.2763 -0.1509 1.8620 0.45
H -0.8865 0.1488 3.4017 0.44
H -2.0321 -1.7063 -0.0901 0.52